An isolated molecule of C2H4NPS, computed with wB97M-V/def2-TZVPD.

As for the calculated total energy: -872.7711 a.u. The SMILES is C1=NPCS1. The relative energy (zero: lowest compared OMol25 entry of this formula, charge and spin) comes out at 76.69 kcal per mole. The value obtained for the largest force on an atom is 0.1628 hartree/bohr.

```
! RIJCOSX wB97M-V def2-TZVPD def2/J DEFGRID3
* xyz 0 1
C -1.34192 -0.04922 -1.23593
N 0.05652 0.60367 -1.79920
P 1.34776 0.47503 -0.73638
C 0.36857 -0.47819 0.57828
S -1.37636 -0.60711 0.29385
H -2.23644 -0.11108 -1.99731
H 1.11248 1.62807 -0.04225
H 0.62896 -1.51334 0.33953
H 0.90156 -0.24971 1.60855
*
```

---

A cluster of 8 separate species, C16H28Br4Cl12O2 in total, computed with wB97M-V/def2-TZVPD.

The expectation value of S² is 0.755. As for the calculated total energy: -16594.8450 a.u. The value obtained for the largest force on an atom is 0.0605 hartree/bohr.

```
! RIJCOSX wB97M-V def2-TZVPD def2/J DEFGRID3
* xyz 1 2
C 10.08430 -25.48566 2.18103
Cl 11.13937 -24.70887 3.44789
Cl 8.96042 -24.17258 1.69380
Cl 9.35277 -26.99683 2.66021
H 10.67311 -25.79167 1.31630
C 4.94658 -18.76200 6.80726
Cl 4.87063 -19.71293 5.31748
Cl 3.72164 -17.51502 6.61940
Cl 6.55996 -18.06130 6.82474
H 4.75108 -19.44559 7.63344
C 5.71626 -16.99979 1.10940
Cl 5.30230 -15.26040 0.74657
Cl 4.60935 -18.01497 0.09486
Cl 5.38928 -17.38154 2.85633
H 6.74217 -17.23878 0.82924
C 7.54372 -19.35553 -2.53118
Cl 6.71824 -20.12585 -3.99285
Cl 6.98136 -17.62119 -2.35730
Cl 9.28921 -19.47557 -2.71186
H 7.17066 -19.84091 -1.62933
C 8.19125 -20.42357 8.97385
C 8.02296 -19.67788 10.28214
C 6.53316 -19.81884 10.70885
O 5.92149 -20.41959 9.58828
C 6.92704 -21.25393 8.90861
H 9.09858 -21.02604 8.93049
H 8.17544 -19.80117 8.07915
H 8.14597 -18.61136 10.09374
H 8.72922 -20.10431 10.99451
H 6.14133 -18.83118 10.95191
H 6.48683 -20.52440 11.53839
H 6.67817 -21.50428 7.87735
H 7.03372 -22.18287 9.46879
C 11.24839 -18.27533 1.42079
C 11.92074 -17.57930 0.21825
C 10.85769 -16.55450 -0.36150
O 9.98456 -16.37562 0.80297
C 10.40610 -17.06453 1.91765
H 11.93902 -18.62560 2.18788
H 10.59006 -19.08399 1.10334
H 12.25257 -18.20516 -0.61017
H 12.67695 -16.88183 0.57849
H 10.29279 -17.02762 -1.16471
H 11.42057 -15.69463 -0.72468
H 9.55168 -17.40385 2.50325
H 11.03989 -16.42816 2.53527
Br 8.18858 -21.39871 5.56484
C 8.53927 -20.46223 3.84355
C 7.46755 -20.75641 2.85806
Br 7.79236 -19.86438 1.15139
H 9.48943 -20.76927 3.40649
H 8.52767 -19.38651 4.01907
H 6.51306 -20.30898 3.13528
H 7.40803 -21.83157 2.68900
Br 8.89208 -25.32080 6.02619
C 8.20337 -24.61390 7.71394
C 7.02485 -25.53670 7.93712
Br 6.05072 -24.88427 9.60487
H 8.05859 -23.55721 7.48912
H 9.02117 -24.74648 8.42226
H 7.27245 -26.57355 8.16454
H 6.30269 -25.52105 7.12082
*
```

---

A cluster of 2 separate species, C5H15NO2 in total, computed with wB97M-V/def2-TZVPD.

As for the calculated total energy: -404.6311 a.u. The SMILES is CCN(C)CCO.O. The relative energy (zero: lowest compared OMol25 entry of this formula, charge and spin) comes out at 77.80 kcal per mole. The value obtained for the largest force on an atom is 0.0977 hartree/bohr.

```
! RIJCOSX wB97M-V def2-TZVPD def2/J DEFGRID3
* xyz 0 1
C 1.25594 -1.46645 0.68931
C -0.07087 -1.43700 -0.07711
N 0.09743 -0.40013 -1.12997
C -0.58543 -0.82111 -2.38439
C -0.36859 0.91117 -0.56190
C 0.84586 1.77699 -0.47399
O 0.63355 2.68068 0.64291
H 1.53924 -0.44569 1.14128
H 2.20126 -1.61258 0.05196
H 1.24868 -2.19529 1.44143
H -0.75983 -1.33284 0.78897
H -0.31158 -2.41842 -0.47604
H 0.28483 -0.99852 -3.00088
H -1.23071 -1.72513 -2.13933
H -1.01176 0.04341 -2.90321
H -1.30642 1.32388 -1.06617
H -0.71780 0.81644 0.48003
H 0.96168 2.58332 -1.16392
H 1.69986 1.19730 -0.36948
H 1.22405 2.46211 1.53033
O -1.72457 0.52787 2.66615
H -1.33801 0.53784 3.51514
H -2.56681 -0.00784 2.79889
*
```

---

An isolated molecule of C5H4F2, computed with wB97M-V/def2-TZVPD.

The expectation value of S² is 2.006. As for the calculated total energy: -392.4020 a.u. The relative energy (zero: lowest compared OMol25 entry of this formula, charge and spin) comes out at 0.00 kcal per mole. The value obtained for the largest force on an atom is 0.0809 hartree/bohr.

```
! RIJCOSX wB97M-V def2-TZVPD def2/J DEFGRID3
* xyz 0 3
C -0.75802 -1.06271 -0.17711
C -0.81244 1.07527 0.03236
C 0.36072 -0.01182 -0.07805
C -1.83265 -0.04565 -0.18894
C 1.67724 0.01804 -0.05406
F 2.42990 -1.06575 -0.00261
F 2.52017 1.04078 -0.12270
H -0.68599 -1.83888 -0.79842
H -1.05291 -1.47633 0.71764
H -0.98775 1.28874 1.10361
H -0.85828 2.07831 -0.43171
*
```

---

A cluster of 2 separate species, C2H4FN2P in total, computed with wB97M-V/def2-TZVPD.

As for the calculated total energy: -629.3263 a.u. The SMILES is c1c[nH]pn1.F. The relative energy (zero: lowest compared OMol25 entry of this formula, charge and spin) comes out at 15.21 kcal per mole. The value obtained for the largest force on an atom is 0.0789 hartree/bohr.

```
! RIJCOSX wB97M-V def2-TZVPD def2/J DEFGRID3
* xyz 0 1
C 1.07399 -0.05130 -0.81289
C 0.06694 0.20048 0.02416
N -0.64564 1.33230 -0.35491
P -0.02170 2.04782 -1.63989
N 1.12807 0.88908 -1.83322
H 1.85930 -0.79168 -0.65566
H -0.47904 -0.37250 0.73320
H -1.42338 1.81606 0.22807
F 1.55578 2.35377 0.63231
H 1.71930 1.43217 0.47959
*
```

---

The ion C3H2NO3 with charge -1, computed with wB97M-V/def2-TZVPD.

As for the calculated total energy: -396.0202 a.u. The SMILES is O=C/N=C(/[O-])C=O. The relative energy (zero: lowest compared OMol25 entry of this formula, charge and spin) comes out at 34.81 kcal per mole. The value obtained for the largest force on an atom is 0.0664 hartree/bohr.

```
! RIJCOSX wB97M-V def2-TZVPD def2/J DEFGRID3
* xyz -1 1
O -0.51750 0.58760 0.64131
C -0.56857 -0.67930 0.59318
N 0.46512 -1.40962 0.40057
C 1.59960 -0.66852 0.07004
O 2.73612 -1.11827 -0.00152
C 1.23695 1.02389 -0.19307
O 1.74655 1.92512 0.43098
H -1.45020 -1.10690 1.02179
H 0.56468 1.29291 -1.02707
*
```